P.
{
  "formula": "C45H111N3O12S9",
  "method": "the ωB97M-V functional and the def2-TZVPD basis",
  "elements": ["S", "S", "S", "S", "S", "S", "S", "S", "S", "O", "O", "O", "O", "O", "O", "O", "O", "O", "O", "O", "O", "N", "N", "N", "C", "C", "C", "C", "C", "C", "C", "C", "C", "C", "C", "C", "C", "C", "C", "C", "C", "C", "C", "C", "C", "C", "C", "C", "C", "C", "C", "C", "C", "C", "C", "C", "C", "C", "C", "C", "C", "C", "C", "C", "C", "C", "C", "C", "C", "H", "H", "H", "H", "H", "H", "H", "H", "H", "H", "H", "H", "H", "H", "H", "H", "H", "H", "H", "H", "H", "H", "H", "H", "H", "H", "H", "H", "H", "H", "H", "H", "H", "H", "H", "H", "H", "H", "H", "H", "H", "H", "H", "H", "H", "H", "H", "H", "H", "H", "H", "H", "H", "H", "H", "H", "H", "H", "H", "H", "H", "H", "H", "H", "H", "H", "H", "H", "H", "H", "H", "H", "H", "H", "H", "H", "H", "H", "H", "H", "H", "H", "H", "H", "H", "H", "H", "H", "H", "H", "H", "H", "H", "H", "H", "H", "H", "H", "H", "H", "H", "H", "H", "H", "H", "H", "H", "H", "H", "H", "H"],
  "coordinates": [[-0.10114, -5.01227, 7.34877], [-2.32008, -0.21514, -12.29915], [2.12944, 7.93860, -7.11196], [3.80719, -9.86732, 1.49680], [8.26927, -4.01948, 3.87455], [4.07988, -2.95085, -13.44887], [10.16846, -2.03037, -8.00995], [2.79246, 3.16597, 8.79957], [4.66848, 5.89133, 1.61799], [-2.48677, -1.73506, -12.46239], [-4.56069, -0.38259, 8.83135], [-5.29041, 4.90178, -2.38778], [0.50530, -3.88315, -1.12501], [3.35581, -1.60661, -13.51079], [3.77088, -8.38137, 1.25179], [11.12917, -0.82438, -8.11329], [4.29302, 6.90576, 0.50161], [3.80993, 3.51995, 7.71257], [0.24156, -3.52130, 7.20412], [0.79614, 8.56389, -7.53244], [9.74048, -3.94850, 4.33216], [1.17097, -2.92042, -1.84519], [-5.91135, -0.80854, 8.92645], [-5.73922, 5.95068, -1.61189], [2.59960, 9.00777, -5.75268], [3.25333, 1.45528, 9.24053], [-7.69297, -1.90273, 10.24640], [1.84159, -0.58514, -3.59628], [1.23609, 3.11086, 7.90473], [-0.87394, 0.22039, -11.22605], [-8.27765, 5.67407, -1.41003], [10.06283, -2.73180, -6.33191], [-6.92971, 6.34677, 0.64843], [0.86464, -6.15054, 6.25640], [1.36792, -3.21211, -3.29504], [-6.81655, -0.40942, 7.72868], [-6.26387, -0.85407, 6.32888], [8.32354, -4.50185, 2.06753], [-6.90492, 5.54643, -0.70715], [2.30149, -4.47244, -3.38747], [8.44098, -1.45519, -8.25202], [2.63614, -10.72794, 0.23301], [-5.65735, 6.94184, 1.10672], [-0.78597, -1.29520, -1.88881], [2.90481, -3.90363, -12.37419], [-4.46883, 7.82636, -2.41719], [-8.32701, -0.89970, 7.86050], [-6.32733, -1.29214, 10.31630], [7.56578, -5.42304, 4.74228], [-5.13783, 7.75322, -0.04051], [6.34405, 5.43110, 0.94052], [-5.21862, -2.30017, 10.87523], [5.43586, -10.42907, 0.75047], [1.68922, 6.60030, -5.92676], [0.71113, -1.44655, 0.13969], [0.07285, -3.46625, -4.06262], [-6.80697, 1.21441, 7.74331], [1.58705, -0.49105, -2.03508], [-4.61851, 6.85209, -1.26066], [-6.27096, -0.06937, 11.21228], [2.18972, -2.09155, -3.96140], [-6.80322, 4.08866, -0.17002], [0.69051, -1.63969, -1.43142], [5.32384, 7.06781, 2.89557], [-1.72909, 0.65746, -13.80386], [-8.74631, -1.19961, 9.32046], [0.74616, -5.54514, 8.94446], [3.56994, -3.53276, -15.12711], [-3.25750, 6.25356, -0.76503], [9.10524, -5.23040, 1.85248], [-2.38497, 6.58429, -1.32843], [-0.06844, -0.47533, -11.46111], [-7.07104, -0.88044, 5.59685], [3.09681, -4.38702, -2.64702], [9.81766, -1.99816, -5.56394], [-4.23651, -1.83822, 10.77444], [3.81726, 0.92118, 8.47581], [0.44266, -6.45182, 5.29762], [1.85561, 5.64875, -6.43171], [6.16675, -10.29748, 1.54833], [-0.92873, -1.10365, -2.95231], [8.20556, -1.20832, -9.28727], [11.07284, -3.01266, -6.03345], [-5.39508, -2.51424, 11.92933], [0.54647, -0.38967, 0.34939], [-7.05741, 5.63479, 1.46383], [1.62915, -10.33503, 0.37333], [7.70351, -2.23911, -8.07963], [3.63688, 8.81410, -5.47954], [-6.97912, -0.25675, 12.01944], [-4.91596, 6.27571, 1.54797], [6.13426, 6.75293, 3.55296], [5.39595, -11.47904, 0.46053], [6.24489, 4.70120, 0.13708], [5.65788, -9.79815, -0.11020], [-9.71439, -1.61608, 9.59880], [2.05981, -2.14448, -5.04234], [7.90300, -6.33288, 4.24572], [-5.99884, 3.96081, 0.55437], [-5.24524, 0.10165, 11.53901], [1.22419, -4.22410, -0.58785], [0.85926, 4.06635, 7.53986], [2.82552, -0.16567, -3.80608], [-9.09456, 5.61583, -0.69074], [-5.79179, 8.57825, -0.32296], [6.94909, 5.03869, 1.75786], [-0.78621, -3.88860, -3.54133], [-7.69397, 3.89030, 0.42607], [-3.29268, 5.16628, -0.83332], [2.45850, 10.01278, -6.15035], [-5.25673, -3.23829, 10.32153], [-1.14129, -0.47177, -1.26928], [3.24814, -2.29311, -3.79643], [-7.71623, -2.94464, 9.92704], [2.66190, -4.72135, -4.38559], [3.44258, -4.61178, -15.04003], [-8.79396, -0.15131, 9.61526], [-5.40786, -0.23970, 6.04979], [0.17541, -4.24151, -4.82193], [-5.79927, 1.58898, 7.56345], [0.64889, 6.74100, -5.63350], [5.56880, 8.05168, 2.49547], [-4.39496, 7.18114, -3.29260], [-0.88102, 0.18866, -14.30295], [0.13599, -5.03676, 9.69102], [1.01884, -0.18935, -4.19171], [1.27326, 0.51774, -1.76679], [3.12587, -4.97097, -12.36943], [-7.36632, 1.77078, 6.99119], [-3.56511, 8.43541, -2.43818], [3.80091, 1.37633, 10.17969], [-0.41059, 1.07169, -11.72473], [2.84281, -3.65325, -11.31515], [1.48440, 2.51975, 7.02323], [2.88808, -10.43879, -0.78729], [-0.35410, -2.60642, -4.57887], [-5.88497, -1.85956, 6.51199], [1.75419, -5.32069, -2.97633], [-7.00936, 1.72557, 8.68450], [2.59126, -0.47448, -1.61154], [-8.42385, -1.85447, 7.34365], [1.71646, -5.49558, 6.07327], [1.74577, -5.12038, 9.03647], [-4.18882, -1.16355, 8.41492], [2.35001, 0.86150, 9.38035], [1.97870, -3.82825, -12.94404], [-8.51226, 6.65427, -1.82508], [-0.03150, -1.99147, 0.72250], [-4.65756, 4.56721, -1.74812], [4.46759, 7.25734, 3.54288], [-6.67310, 3.34309, -0.95444], [6.48479, -5.36705, 4.61411], [-2.53127, 0.35337, -14.47628], [8.58668, -3.57815, 1.55213], [-8.56730, 5.00590, -2.22104], [0.47721, 2.52734, 8.42597], [-1.48527, -2.13038, -1.84939], [-2.96158, 6.24567, 0.28400], [8.12829, -0.69372, -7.53754], [1.22865, -6.96252, 6.88591], [2.61637, -11.80980, 0.36449], [-8.10294, -1.93766, 11.25576], [2.23715, 6.43898, -4.99840], [-1.24330, 0.40078, -10.21653], [-5.89423, 7.71234, 1.84042], [1.93551, 8.95626, -4.88987], [2.62112, -3.02874, -15.31101], [9.44412, -3.62898, -6.31250], [-5.34790, 8.45863, -2.54199], [-7.76246, 7.04976, 0.66938], [-9.04352, -0.13552, 7.55927], [6.82997, 6.35648, 0.63123], [4.49152, -3.29261, -15.65730], [7.41488, -4.93806, 1.65262], [1.60940, -1.88580, 0.57359], [-4.28604, 8.24409, 0.43022], [0.80137, -6.61554, 9.14266], [7.75735, -5.55261, 5.80746], [-1.59960, 1.73502, -13.70295], [-6.60699, 0.89092, 10.82108]],
  "mulliken_charge": [0.473, 0.474, 0.493, 0.471, 0.478, 0.473, 0.483, 0.476, 0.486, -0.605, -0.449, -0.444, -0.456, -0.620, -0.578, -0.604, -0.622, -0.628, -0.594, -0.624, -0.623, 0.302, 0.329, 0.113, -0.917, -0.802, -1.100, -0.685, -0.849, -0.796, -1.814, -0.897, -0.957, -0.801, 1.879, 1.305, -1.760, -0.871, 1.693, -2.120, -0.920, -0.931, -0.672, -1.568, -0.875, -1.918, -0.964, 1.324, -0.846, -1.304, -0.863, -1.857, -0.841, -0.936, -1.842, -1.870, -1.669, -1.106, 1.519, -1.547, -1.314, -1.999, 1.139, -0.907, -0.928, -0.902, -0.926, -0.831, -1.390, 0.312, 0.357, 0.278, 0.390, 0.516, 0.316, 0.448, 0.304, 0.319, 0.319, 0.292, 0.311, 0.325, 0.309, 0.376, 0.414, 0.265, 0.318, 0.336, 0.348, 0.370, 0.289, 0.344, 0.325, 0.307, 0.291, 0.397, 0.363, 0.270, 0.412, 0.394, 0.359, 0.306, 0.370, 0.411, 0.400, 0.333, 0.356, 0.461, 0.290, 0.340, 0.405, 0.370, 0.514, 0.331, 0.389, 0.304, 0.297, 0.347, 0.449, 0.370, 0.324, 0.329, 0.438, 0.315, 0.282, 0.358, 0.439, 0.349, 0.467, 0.410, 0.302, 0.300, 0.319, 0.297, 0.304, 0.348, 0.442, 0.462, 0.345, 0.464, 0.425, 0.278, 0.328, 0.339, 0.274, 0.267, 0.404, 0.372, 0.328, 0.302, 0.443, 0.326, 0.301, 0.289, 0.372, 0.321, 0.359, 0.336, 0.319, 0.275, 0.347, 0.493, 0.346, 0.298, 0.375, 0.307, 0.304, 0.334, 0.358, 0.400, 0.395, 0.292, 0.308, 0.335, 0.427, 0.423, 0.366, 0.330, 0.366, 0.261],
  "lumo_ev": 0.0,
  "total_charge": 0,
  "homo_ev": -7.8,
  "gap_ev": 7.80
}

***

Q.
{
  "formula": "C45H111N3O12S9",
  "method": "the ωB97M-V functional and the def2-TZVPD basis",
  "elements": ["S", "S", "S", "S", "S", "S", "S", "S", "S", "O", "O", "O", "O", "O", "O", "O", "O", "O", "O", "O", "O", "N", "N", "N", "C", "C", "C", "C", "C", "C", "C", "C", "C", "C", "C", "C", "C", "C", "C", "C", "C", "C", "C", "C", "C", "C", "C", "C", "C", "C", "C", "C", "C", "C", "C", "C", "C", "C", "C", "C", "C", "C", "C", "C", "C", "C", "C", "C", "C", "H", "H", "H", "H", "H", "H", "H", "H", "H", "H", "H", "H", "H", "H", "H", "H", "H", "H", "H", "H", "H", "H", "H", "H", "H", "H", "H", "H", "H", "H", "H", "H", "H", "H", "H", "H", "H", "H", "H", "H", "H", "H", "H", "H", "H", "H", "H", "H", "H", "H", "H", "H", "H", "H", "H", "H", "H", "H", "H", "H", "H", "H", "H", "H", "H", "H", "H", "H", "H", "H", "H", "H", "H", "H", "H", "H", "H", "H", "H", "H", "H", "H", "H", "H", "H", "H", "H", "H", "H", "H", "H", "H", "H", "H", "H", "H", "H", "H", "H", "H", "H", "H", "H", "H", "H", "H", "H", "H", "H", "H", "H"],
  "coordinates": [[-0.31775, 6.21338, 0.22344], [-4.49532, 4.21031, -2.49908], [-4.58267, 4.49910, 3.90078], [-6.43634, -1.07411, -0.36922], [-2.22926, -3.82362, 0.47122], [2.18836, -3.13438, -1.98940], [5.13041, 6.68500, 0.85605], [5.13082, 0.44699, -0.40514], [-1.65900, -2.40553, 5.53018], [-2.93220, 0.86502, -2.96322], [-1.59279, 5.74637, 0.87171], [-2.44567, -3.50595, 4.86774], [1.33545, -3.04612, -0.71342], [-3.26127, 4.03574, -3.34617], [6.15257, -0.37771, -1.15044], [-6.47406, -0.34740, -1.69662], [3.91703, 7.54891, 0.89594], [-5.67210, 5.41753, 3.40264], [1.24867, -0.32932, 0.12569], [2.09951, -4.71195, 1.32403], [-3.25069, -4.51611, 1.35098], [0.50746, 0.43218, 1.05972], [-2.81342, 0.49683, -4.31767], [3.47643, -4.90963, 1.09004], [-0.34088, 8.02355, 0.34703], [4.23395, -3.93885, 1.89364], [-1.50790, 1.67840, 1.43367], [5.76098, -4.10853, 1.76337], [-5.19729, -0.33674, 0.73997], [-5.00222, 4.29493, 5.63305], [3.86657, -2.56708, 1.34802], [2.04812, -1.44596, -2.63676], [-0.26246, 6.03212, -1.55712], [4.49197, 1.63785, -1.61413], [2.11485, 0.16435, 2.84480], [-4.46286, 2.95451, -1.14243], [-0.36065, 1.92474, -0.77982], [6.08843, 1.59990, 0.61882], [3.86603, -3.94410, 3.40136], [5.38917, -6.41799, 0.80652], [1.33953, 1.15550, 1.99462], [-3.96145, -0.26471, -4.85543], [-4.83793, 2.81864, 3.25805], [-4.20475, -1.54394, -4.05635], [-1.32973, -0.06305, -6.20144], [-5.16176, 0.67727, -4.68414], [-0.67585, 0.96927, 0.36805], [0.03754, -2.58320, 4.91039], [3.40175, -7.17316, 2.20869], [0.45747, 1.96859, 2.99490], [-0.99374, -3.20314, 1.64009], [-5.53136, -2.60650, -0.71429], [6.17331, -5.57935, 1.79116], [-3.83948, -0.62825, -6.34854], [6.08613, 6.77423, 2.37334], [-1.43239, 0.24464, -4.70035], [-4.14333, 5.64152, -1.44444], [3.18904, -6.90494, -0.25869], [4.64215, 4.90761, 1.06265], [-1.18433, -5.16898, -0.17385], [-2.41386, -1.01272, -6.72873], [3.85714, -6.31261, 1.01330], [-0.62129, 1.52288, -4.46295], [-0.85696, -0.95766, -3.90175], [1.18347, -3.99904, -3.23675], [-0.74261, 2.61662, 2.35659], [2.33206, 2.10901, 1.32097], [-1.56750, -0.15216, -0.14105], [-2.14387, -0.86077, 4.69953], [-0.32107, -0.45333, -6.33115], [0.55670, -3.05167, 5.75136], [-5.32548, 0.93634, -3.63859], [-4.76733, -2.34242, -1.44420], [-5.95188, 3.77653, 5.78969], [1.47180, -0.67052, 3.12758], [-0.48164, 3.52101, 1.80247], [2.23540, -7.33822, 0.06033], [6.89197, 6.04185, 2.28934], [-2.41231, 0.35940, -0.61265], [-0.64690, 1.84959, -3.42145], [6.59375, 1.00133, 1.37960], [0.62640, 8.45932, 0.10579], [-1.12212, 8.30790, -0.35680], [-2.15862, 2.41223, 0.94400], [0.44129, 1.36379, -4.66346], [0.73052, 6.41631, -1.81412], [-2.14668, -0.94405, 3.61019], [3.27478, 2.31756, 1.83238], [3.85249, 1.14456, -2.33931], [5.68897, -6.16960, -0.21451], [-5.46656, -0.54164, 1.77617], [5.41819, 4.31562, 0.59305], [-0.84416, -0.70581, -2.83995], [0.20799, 2.75830, -0.35616], [2.79695, -4.09347, 3.55798], [2.91523, -0.26936, 2.24095], [5.46452, 6.30738, 3.14535], [-4.15016, 0.24009, -6.93364], [5.29997, 2.16933, -2.12383], [0.28832, 1.42905, -1.50686], [0.46889, -1.58351, 4.86533], [-2.02613, 0.96419, 2.07733], [-1.22754, 2.30159, -1.32039], [0.27542, 1.30095, 3.84049], [4.39679, -4.66902, 4.03069], [-2.29345, -1.07091, -7.81471], [-0.24668, -4.63933, -0.36944], [-0.59814, 8.27418, 1.37190], [-0.09810, 4.96096, -1.70985], [-6.04454, 0.29039, -5.19785], [-5.05125, 2.11048, 4.05331], [-0.20254, -2.57540, 1.23567], [5.63685, -7.47590, 0.92983], [-5.13508, -2.01921, -4.38059], [-1.54712, -5.67171, -1.06676], [4.13546, -3.03944, 3.96023], [-3.17081, -0.71083, 5.02970], [4.21615, -2.36861, 0.33478], [2.50232, -0.74368, -1.93735], [-4.38744, -1.30968, -3.00543], [-6.27105, -3.30218, -1.09923], [1.02197, -1.07327, -2.69084], [-5.02667, 1.66511, -5.14236], [-4.17614, -0.59768, 0.47176], [-5.05899, -2.97506, 0.19771], [-4.97729, 5.93274, -0.80310], [6.93198, 2.14478, 0.18951], [-3.09575, 1.81578, -3.05952], [1.61873, -3.76126, -4.20286], [6.40059, 7.77313, 2.64819], [-1.52242, -2.79112, 2.49651], [7.25754, -5.67178, 1.71895], [6.05571, -3.56882, 0.85989], [-3.29956, 5.48424, -0.76783], [2.33043, -7.05625, 2.37800], [-5.64967, 2.85703, 2.53031], [-5.07652, 5.27437, 6.09161], [-0.98237, -5.91874, 0.59095], [-5.26484, 0.75345, 0.67606], [1.14677, -1.25769, 0.38064], [0.15716, -1.27418, -4.17945], [2.84310, -6.17078, -0.98844], [-1.39884, 3.04266, 3.12293], [-4.88268, 3.36147, -0.22862], [2.80735, -2.36874, 1.50332], [5.39026, 2.29082, 1.08454], [4.49277, 4.75379, 2.12906], [1.11542, 2.75902, 3.36825], [-2.20573, -2.04578, -6.42831], [-1.06223, 2.28924, -5.09749], [3.87414, -6.79137, 3.11673], [-1.43665, 0.86840, -6.76201], [-1.14997, -0.82552, -0.89397], [-1.48060, -0.02355, 4.91895], [6.25478, -3.64547, 2.61942], [-3.48225, 2.48144, -1.05665], [-1.41290, -1.87391, -4.09797], [-4.25562, 3.60514, 6.03779], [-5.03741, 2.11399, -1.54765], [-3.94847, 2.62915, 2.65719], [3.98375, 2.47173, -1.12322], [4.31371, -1.77829, 1.96303], [2.65503, 0.55156, 3.71046], [0.14301, -3.70826, -3.09054], [3.69628, 4.86931, 0.52590], [1.83909, -4.11527, 0.58823], [1.21842, -5.05930, -2.98817], [0.15774, -3.22952, 4.04953], [-1.03546, 6.37987, -2.23842], [-3.39972, -2.27352, -4.11422], [1.93061, 3.10120, 1.08810], [3.62816, -8.22501, 2.04655], [3.82844, -7.66857, -0.69537], [-0.45581, -4.08745, 1.99603], [-4.51773, -1.45743, -6.53380], [2.60381, 1.65556, 0.36511], [5.91638, -5.89591, 2.80946], [2.50500, -1.30813, -3.61804], [-3.90664, 6.46677, -2.11582], [-2.01895, -0.82309, 0.59346]],
  "mulliken_charge": [0.694, 0.330, 0.686, 0.207, 0.872, 0.496, 0.447, 1.146, 0.354, 1.232, -0.708, -0.568, -1.111, -0.546, -0.775, -0.524, -0.579, -0.696, 2.572, 0.097, -0.773, 0.044, -0.131, 0.843, -1.114, 1.915, 0.040, -1.206, 0.290, -1.076, -1.924, 1.701, -0.597, -0.997, -1.542, -0.791, -0.473, -1.000, -1.863, -1.135, 3.103, 1.653, -0.328, -1.340, -1.165, -1.780, 2.530, -0.516, -1.640, -1.643, -1.216, -0.229, -0.896, -1.220, -0.988, 1.714, -0.626, -1.601, -0.742, -0.783, -0.683, 1.204, -1.654, -0.764, -1.085, 0.084, -1.633, 0.232, -0.389, 0.363, 0.536, -0.017, -0.130, 0.338, -0.007, -0.700, 0.375, 0.363, -0.394, -0.175, 0.389, 0.343, 0.331, -0.658, 0.372, 0.490, -0.153, 0.667, 0.206, 0.364, 0.592, 0.338, -0.944, -0.405, 0.181, -0.333, 0.327, 0.406, 0.532, -0.140, 0.145, 0.021, 0.004, 0.287, 0.391, 0.501, -0.194, 0.359, -0.124, 0.467, 0.470, 0.808, 0.525, 0.559, 0.510, 0.446, 0.428, 0.252, -1.029, -0.587, 0.498, -1.349, 0.445, -0.504, 0.222, 0.418, 0.466, -0.275, 0.515, 0.351, -0.297, 0.432, 0.496, -0.095, 0.299, 0.329, 0.329, 0.364, -0.131, -1.046, 0.527, 0.100, 0.416, 0.654, -0.146, 0.020, 0.429, 0.398, 0.242, 0.580, 0.380, 0.345, -1.073, 0.256, 0.375, -0.114, 0.015, 0.351, 0.254, -0.294, 0.143, 0.708, 0.628, 0.042, 0.085, 0.117, 0.453, -0.010, 0.371, 0.426, -0.011, 0.459, 0.428, 0.591, 0.382, -0.328, 0.343, 0.850, 0.394, -0.392],
  "lumo_ev": 0.1,
  "total_charge": 0,
  "homo_ev": -7.9,
  "gap_ev": 7.96
}

***

Question: of the structures shown, which is the least stable? Reply: P.